Here is a molecular structure, C31H72F9N4O2PSi2 from the OMol25 dataset. Energies are from ωB97M-V with the def2-TZVPD basis set.

Each line ends with the Mulliken charge.
Cartesian coordinates (Å):
C -2.11 3.04 -1.02  -0.779
P -0.60 1.92 -0.69  0.357
O 0.54 2.98 0.03  -0.461
Si 0.08 1.33 -2.71  -0.130
C 1.41 -0.03 -2.77  -0.626
C 1.88 -0.62 -1.36  -0.181
C 3.44 -0.47 -1.06  0.692
F 4.21 -0.62 -2.24  -0.297
F 3.78 -1.61 -0.27  -0.332
C 3.85 0.79 -0.18  0.584
F 2.81 1.18 0.70  -0.214
F 4.87 0.36 0.69  -0.303
C 4.23 2.10 -0.99  0.536
F 4.12 3.18 -0.08  -0.332
F 3.33 2.41 -2.03  -0.229
C 5.70 2.18 -1.59  0.639
F 6.45 1.02 -1.54  -0.229
F 5.60 2.52 -2.96  -0.267
F 6.43 3.21 -1.01  -0.236
O -1.33 0.99 -3.69  -0.075
Si -0.91 0.72 -5.35  0.596
H -2.71 2.63 -1.91  0.048
H -2.81 3.07 -0.12  0.316
H -1.80 4.11 -1.28  0.279
H 0.88 3.64 -0.62  0.308
H 0.67 2.55 -3.32  -0.145
H 2.27 0.38 -3.41  0.482
H 0.98 -0.90 -3.39  0.511
H 1.71 -1.76 -1.42  0.342
H 1.22 -0.30 -0.47  -0.385
H -2.11 0.85 -6.19  -0.204
H 0.16 1.58 -5.85  -0.137
H -0.52 -0.71 -5.44  -0.152
C 12.04 5.98 2.14  -1.430
C 10.94 6.57 1.27  -0.319
N 10.70 5.82 0.04  0.123
C 9.87 6.54 -0.92  -0.702
C 8.43 6.85 -0.53  -0.701
C 10.39 4.41 0.21  -0.759
C 9.18 4.04 1.07  -0.592
H 12.97 5.86 1.58  0.328
H 12.25 6.65 2.98  0.431
H 11.75 5.01 2.56  0.296
H 11.25 7.59 1.00  0.441
H 10.03 6.68 1.87  0.259
H 9.87 5.99 -1.87  0.343
H 10.37 7.49 -1.15  0.380
H 7.80 5.96 -0.56  -0.020
H 8.00 7.57 -1.23  0.406
H 8.36 7.30 0.47  0.270
H 11.27 3.91 0.63  0.344
H 10.27 3.95 -0.78  0.331
H 9.15 4.60 2.01  0.241
H 9.22 2.98 1.33  0.394
H 8.24 4.20 0.54  -0.023
C -1.75 -3.01 5.17  -1.522
C -1.76 -2.38 3.79  -0.208
N -0.45 -1.88 3.36  0.203
C -0.52 -1.03 2.18  -0.671
C -0.99 -1.66 0.87  -0.385
C 0.64 -2.85 3.37  -0.680
C 0.48 -4.12 2.54  -0.667
H -1.34 -2.32 5.92  0.359
H -2.77 -3.25 5.47  0.427
H -1.17 -3.93 5.20  0.303
H -2.46 -1.54 3.82  0.427
H -2.17 -3.10 3.07  0.095
H 0.46 -0.57 2.01  0.280
H -1.18 -0.19 2.41  0.318
H -0.23 -2.30 0.43  -0.041
H -1.20 -0.87 0.14  0.012
H -1.91 -2.24 0.99  0.390
H 0.82 -3.15 4.41  0.350
H 1.57 -2.35 3.07  0.364
H -0.51 -4.58 2.67  0.040
H 1.22 -4.86 2.85  0.403
H 0.64 -3.93 1.48  0.186
C -3.82 -5.78 1.60  -1.410
C -4.37 -5.36 2.96  0.003
N -5.82 -5.50 3.08  0.045
C -6.37 -4.83 4.25  -0.648
C -5.95 -5.34 5.63  -1.002
C -6.36 -6.83 2.81  -0.715
C -5.83 -8.00 3.64  -0.949
H -4.33 -5.25 0.79  0.312
H -2.76 -5.54 1.54  0.331
H -3.93 -6.85 1.43  0.379
H -4.11 -4.30 3.10  0.165
H -3.84 -5.91 3.75  0.212
H -7.46 -4.84 4.19  0.366
H -6.10 -3.77 4.19  0.372
H -6.43 -6.29 5.87  0.290
H -6.25 -4.62 6.40  0.379
H -4.87 -5.46 5.71  0.243
H -6.17 -7.06 1.75  0.365
H -7.45 -6.80 2.89  0.378
H -4.75 -7.99 3.74  0.235
H -6.11 -8.94 3.16  0.377
H -6.27 -8.01 4.64  0.269
C -5.00 2.61 -5.27  -1.514
C -5.26 1.29 -4.54  -0.255
N -6.29 1.39 -3.51  0.132
C -6.34 0.24 -2.63  -0.607
C -6.71 -1.11 -3.23  -0.983
C -7.59 1.90 -3.95  -0.698
C -8.31 1.15 -5.07  -0.951
H -4.76 3.41 -4.57  0.310
H -4.15 2.49 -5.94  0.380
H -5.85 2.92 -5.88  0.389
H -4.32 1.00 -4.07  0.393
H -5.50 0.52 -5.28  0.229
H -7.01 0.45 -1.79  0.377
H -5.35 0.13 -2.16  0.294
H -7.78 -1.17 -3.46  0.225
H -6.49 -1.91 -2.52  0.411
H -6.15 -1.33 -4.14  0.261
H -7.46 2.94 -4.27  0.363
H -8.26 1.96 -3.08  0.359
H -7.64 0.90 -5.90  0.248
H -9.11 1.77 -5.47  0.374
H -8.77 0.23 -4.71  0.264

- 2S+1 = 1
- relative energy (zero: lowest compared OMol25 entry of this formula, charge and spin) (kcal/mol) = 0.0
- E_tot (a.u.) = -3412.9473
- orbital gap (hartree) = 0.3016
- HOMO energy (eV) = -8.0448


Here is 2 unconnected molecules or ions with the total composition C28H16BFO6 from the OMol25 dataset. Energies are from ωB97M-V with the def2-TZVPD basis set.

Each line ends with the natural charge from an NBO analysis.
Cartesian coordinates (Å):
O -0.55 4.52 5.42  -0.486
C -0.66 3.86 4.36  0.543
C -1.21 2.35 4.30  -0.100
C -1.00 1.31 5.43  -0.184
C -1.56 -0.13 5.30  -0.195
C -2.33 -0.62 4.01  -0.175
C -2.51 0.42 2.88  -0.354
B -3.28 -0.06 1.53  1.145
O -4.50 -0.81 1.47  -0.892
O -2.64 0.35 0.27  -0.917
C -2.00 1.89 3.01  -0.085
C -2.20 3.02 1.90  0.526
O -3.26 3.21 1.25  -0.499
C -0.97 4.00 1.66  -0.085
C -0.61 4.45 0.23  -0.196
C 0.59 5.43 0.03  -0.190
C 1.34 5.92 1.29  -0.271
C 0.98 5.45 2.74  0.445
F 1.72 5.95 3.84  -0.321
C -0.19 4.46 2.95  -0.182
H -0.44 1.57 6.40  0.252
H -1.43 -0.87 6.15  0.231
H -2.73 -1.69 3.92  0.247
H -4.88 -0.60 0.58  0.502
H -1.67 0.46 0.43  0.498
H -1.19 4.07 -0.67  0.254
H 0.86 5.74 -1.04  0.247
H 2.22 6.63 1.15  0.245
C -1.63 -4.12 -1.12  -0.196
C -1.94 -2.78 -1.29  -0.193
C -1.06 -1.94 -1.97  -0.157
C 0.13 -2.45 -2.47  -0.174
C 0.46 -3.79 -2.29  -0.062
C -0.44 -4.63 -1.62  -0.171
C 1.74 -4.33 -2.78  0.513
O 2.02 -5.51 -2.62  -0.525
C 2.69 -3.42 -3.45  -0.054
C 3.94 -3.90 -3.87  -0.183
C 4.83 -3.05 -4.52  -0.190
C 4.48 -1.73 -4.76  -0.194
C 3.24 -1.24 -4.35  -0.153
C 2.35 -2.09 -3.68  -0.175
C 1.05 -1.55 -3.21  0.614
O 0.75 -0.39 -3.42  -0.544
H -2.32 -4.78 -0.60  0.220
H -2.87 -2.38 -0.89  0.224
H -1.31 -0.89 -2.10  0.243
H -0.20 -5.68 -1.48  0.239
H 4.21 -4.93 -3.68  0.241
H 5.80 -3.43 -4.84  0.220
H 5.17 -1.07 -5.28  0.220
H 2.98 -0.21 -4.54  0.238

- 2S+1 = 1
- SMILES = O=C1c2cccc(B(O)O)c2C(=O)c2cccc(F)c21.O=C1c2ccccc2C(=O)c2ccccc21
- E_tot (a.u.) = -1652.5997
- orbital gap (hartree) = 0.2922
- HOMO energy (eV) = -9.3807


Here is a molecular structure, C29H32FIrN3 from the OMol25 dataset. Energies are from ωB97M-V with the def2-TZVPD basis set.

Each line ends with the natural charge from an NBO analysis.
Cartesian coordinates (Å):
Ir 0.07 -0.09 0.50  1.026
C -0.05 4.42 3.28  -0.411
N 0.61 3.52 2.36  -0.441
C 1.17 2.38 3.06  -0.417
C -0.23 3.13 1.22  -0.222
C -1.49 2.33 1.51  -0.120
C -2.62 3.03 1.94  -0.212
C -3.81 2.37 2.22  -0.258
C -3.87 0.99 2.04  -0.242
C -2.75 0.31 1.60  -0.205
C -1.53 0.94 1.33  -0.247
H 0.68 4.78 4.01  0.189
H -0.87 3.94 3.84  0.171
H -0.46 5.27 2.74  0.187
H 1.86 2.73 3.83  0.187
H 1.73 1.75 2.36  0.209
H 0.41 1.74 3.54  0.182
H 0.41 2.56 0.54  0.193
H -0.50 4.06 0.70  0.191
H -2.58 4.11 2.04  0.192
H -4.68 2.93 2.55  0.196
H -4.79 0.46 2.23  0.196
H -2.83 -0.76 1.43  0.194
F 1.83 -2.66 5.92  -0.350
C 1.44 -2.10 4.74  0.381
C 0.11 -1.77 4.58  -0.333
C -0.28 -1.19 3.38  -0.142
C 0.62 -0.94 2.33  -0.359
C 1.95 -1.33 2.56  -0.210
C 2.37 -1.89 3.76  -0.314
H -0.60 -1.96 5.38  0.214
H -1.32 -0.91 3.26  0.206
H 2.68 -1.17 1.77  0.232
H 3.41 -2.16 3.92  0.215
C -0.45 1.76 -2.75  -0.625
C -0.81 0.39 -3.25  -0.015
C -0.93 0.16 -4.61  -0.223
C -1.29 -1.09 -5.11  -0.214
C -1.53 -2.13 -4.22  -0.230
C -1.42 -1.96 -2.86  0.003
C -1.66 -3.09 -1.90  -0.638
C -1.04 -0.69 -2.35  0.141
N -0.86 -0.55 -1.03  -0.483
H 0.54 2.06 -3.12  0.218
H -0.42 1.80 -1.66  0.224
H -1.17 2.50 -3.10  0.209
H -0.74 0.98 -5.30  0.197
H -1.37 -1.24 -6.17  0.199
H -1.81 -3.11 -4.61  0.198
H -1.96 -3.99 -2.43  0.198
H -2.43 -2.82 -1.17  0.220
H -0.74 -3.30 -1.34  0.240
C 2.85 -2.48 -4.37  -0.614
C 2.57 -1.93 -3.01  -0.138
C 2.65 -0.56 -2.70  -0.245
C 2.30 -0.09 -1.46  -0.078
N 1.81 -0.91 -0.44  -0.658
C 1.83 -2.26 -0.72  -0.016
C 2.19 -2.78 -1.92  -0.289
H 3.21 -1.69 -5.04  0.200
H 1.96 -2.91 -4.83  0.197
H 3.62 -3.27 -4.35  0.189
H 2.99 0.15 -3.45  0.193
H 2.37 0.97 -1.22  0.179
H 1.51 -2.90 0.09  0.190
H 2.17 -3.86 -2.05  0.195

- 2S+1 = 5
- E_tot (a.u.) = -1492.6346
- orbital gap (spin up / spin down) (hartree) = 0.1659 / 0.2452
- total charge = -1
- HOMO energy (spin up / spin down) (eV) = -1.5756 / -4.8360